1.
Density functional theory data (the ωB97M-V functional and the def2-TZVPD basis) for an isolated molecule of C3H7N3O at a distorted geometry.

```
14
C3H7N3O the ωB97M-V functional and the def2-TZVPD basis
C 0.850 0.971 0.753
N 0.229 -0.047 -0.121
N 0.462 -1.423 0.197
C -1.091 0.322 -0.409
C -2.171 -0.463 -0.564
N 2.411 0.845 0.709
O 2.889 0.752 -0.417
H 0.123 -1.985 -0.588
H 1.475 -1.574 0.212
H 0.581 0.815 1.801
H 0.666 2.002 0.436
H -1.186 1.368 -0.692
H -2.147 -1.524 -0.348
H -3.091 -0.058 -0.969
```

Its HOMO-LUMO gap is 7.56 eV.

=====

2.
Density functional theory data (the ωB97M-V functional and the def2-TZVPD basis) for C37H49BrN2P2SSr as an isolated structure at a distorted geometry.

```
93
C37H49BrN2P2SSr the ωB97M-V functional and the def2-TZVPD basis
C 2.115 -3.888 -8.312
C 1.960 -2.532 -7.995
C 1.980 -1.623 -9.058
C 2.169 -2.081 -10.361
N 2.319 -3.378 -10.636
C 2.298 -4.268 -9.642
C 1.751 -2.080 -6.627
C 1.526 -1.699 -5.482
C 0.987 -1.270 -4.210
C -0.013 -2.056 -3.616
C -0.828 -1.501 -2.636
C -0.702 -0.158 -2.214
C 0.425 0.536 -2.673
C 1.319 -0.054 -3.580
Sr 1.145 -1.117 -0.402
P -1.962 0.585 -1.012
H 1.827 -0.573 -8.881
H 2.070 -4.646 -7.549
H 2.191 -1.385 -11.199
H 2.422 -5.318 -9.909
H 2.260 0.429 -3.880
H -0.204 -3.063 -4.000
H 0.725 1.397 -2.079
H -1.536 -2.156 -2.128
C -2.685 1.503 0.525
C -3.861 2.452 0.316
H -1.819 2.054 0.907
H -2.887 0.749 1.301
H -4.213 2.821 1.292
H -3.568 3.340 -0.266
H -4.723 1.965 -0.158
C -2.497 1.764 -2.328
C -3.274 1.059 -3.414
H -1.557 2.171 -2.730
H -3.017 2.621 -1.881
H -3.266 1.719 -4.278
H -2.835 0.103 -3.716
H -4.318 0.904 -3.149
C -3.196 -0.796 -0.970
C -4.639 -0.455 -0.637
H -2.800 -1.520 -0.242
H -3.199 -1.332 -1.925
H -5.254 -1.360 -0.732
H -4.738 -0.084 0.389
H -5.032 0.267 -1.363
Br 0.524 1.601 0.439
P 1.286 5.234 -2.464
C -0.505 4.818 -2.363
C -1.362 6.051 -2.029
H -0.610 4.040 -1.590
H -0.800 4.391 -3.336
H -2.414 5.847 -2.280
H -1.309 6.297 -0.957
H -1.030 6.929 -2.607
C 1.961 4.522 -0.929
C 3.178 5.320 -0.422
H 2.239 3.477 -1.140
H 1.147 4.538 -0.185
H 3.377 5.042 0.626
H 4.078 5.083 -1.016
H 2.978 6.406 -0.473
C 1.875 4.083 -3.773
C 1.959 4.783 -5.140
H 1.195 3.220 -3.816
H 2.870 3.733 -3.456
H 2.572 4.181 -5.826
H 0.964 4.902 -5.591
H 2.421 5.777 -5.044
N -0.494 -2.429 0.757
S -1.069 -3.116 2.118
C 0.240 -4.305 2.496
C 1.428 -4.262 1.774
C 2.532 -5.034 2.161
C 2.392 -5.956 3.196
C 1.178 -6.067 3.889
C 0.095 -5.252 3.537
C -0.902 -1.969 3.474
C -2.081 -1.485 4.085
C -1.991 -0.618 5.177
C -0.736 -0.262 5.678
C 0.432 -0.747 5.084
C 0.346 -1.614 3.987
H -0.929 -2.971 -0.016
H 1.475 -3.614 0.885
H 3.489 -4.884 1.654
H 3.242 -6.574 3.478
H 1.111 -6.782 4.714
H -0.859 -5.366 4.061
H -3.050 -1.792 3.689
H -2.896 -0.219 5.642
H -0.664 0.414 6.524
H 1.420 -0.442 5.445
H 1.239 -2.043 3.524
```

The total charge is +2. Its HOMO-LUMO gap is 5.25 eV.

=====

3.
Density functional theory data (the ωB97M-V functional and the def2-TZVPD basis) for C16H36CuO8 as an isolated structure at a distorted geometry.

```
61
C16H36CuO8 the ωB97M-V functional and the def2-TZVPD basis
Cu -11.567 -15.992 9.980
C -13.317 -16.509 13.770
C -12.793 -17.199 12.500
O -11.502 -16.952 12.294
H -13.379 -15.427 13.657
H -12.779 -16.878 14.644
H -14.373 -16.861 13.949
H -13.454 -16.950 11.614
H -13.064 -18.310 12.597
C -12.321 -12.464 10.602
C -11.130 -12.055 11.490
O -10.961 -12.761 12.569
H -12.190 -13.274 9.870
H -12.442 -11.563 9.945
H -13.249 -12.587 11.167
H -11.298 -10.945 11.765
H -10.255 -11.919 10.772
C -8.303 -14.024 9.380
C -8.082 -15.500 9.828
O -8.922 -15.955 10.721
H -7.599 -13.764 8.559
H -8.083 -13.345 10.207
H -9.326 -13.928 9.010
H -6.980 -15.531 10.144
H -8.120 -16.115 8.879
C -11.608 -20.360 8.535
C -11.294 -18.891 8.208
O -10.794 -18.194 9.229
H -10.733 -20.847 8.962
H -12.005 -20.916 7.665
H -12.440 -20.377 9.257
H -12.167 -18.384 7.707
H -10.485 -18.951 7.401
O -11.792 -14.870 7.873
C -11.134 -14.293 7.050
O -10.459 -14.896 6.057
C -10.397 -16.337 6.082
C -8.979 -16.853 5.896
C -11.001 -12.800 7.004
H -10.950 -16.698 5.197
H -10.911 -16.817 6.912
H -9.003 -17.917 6.131
H -8.287 -16.370 6.581
H -8.674 -16.701 4.855
H -11.489 -12.414 7.892
H -11.373 -12.375 6.069
H -9.940 -12.543 7.040
O -13.926 -16.122 9.195
C -15.029 -16.304 8.809
O -16.103 -15.737 9.394
C -15.769 -14.848 10.463
C -17.042 -14.266 11.038
C -15.370 -17.221 7.661
H -15.100 -14.056 10.116
H -15.187 -15.381 11.219
H -17.660 -13.860 10.236
H -16.785 -13.432 11.693
H -17.524 -15.024 11.655
H -15.822 -16.610 6.873
H -16.044 -18.029 7.940
H -14.434 -17.632 7.293
```

The total charge is -3. Its HOMO-LUMO gap is 3.36 eV.

=====

4.
Density functional theory data (the ωB97M-V functional and the def2-TZVPD basis) for C31H30N10OReS3 as an isolated structure.

```
76
C31H30N10OReS3 the ωB97M-V functional and the def2-TZVPD basis
Re -0.351 0.383 0.289
C -0.927 -3.322 2.769
C -0.726 -2.430 1.581
N -0.819 -1.131 1.703
N -1.231 -0.725 2.976
C -1.248 0.523 3.216
S -0.738 1.773 2.024
S -1.529 1.048 4.868
C -3.032 2.092 4.715
C -2.977 3.127 3.634
C -3.622 2.881 2.426
C -3.565 3.811 1.397
C -2.861 4.994 1.570
C -2.228 5.250 2.781
C -2.289 4.324 3.810
C -0.428 -3.067 0.287
C -0.518 -4.467 0.197
C -0.264 -5.154 -0.973
C 0.107 -4.458 -2.113
C 0.191 -3.077 -2.073
C -0.084 -2.386 -0.899
O -0.025 -1.036 -0.989
H -0.808 -2.777 3.695
H -0.225 -4.150 2.739
H -1.939 -3.736 2.756
H -3.087 2.538 5.709
H -3.895 1.440 4.593
H -4.187 1.964 2.298
H -4.087 3.620 0.467
H -2.826 5.729 0.777
H -1.698 6.182 2.928
H -1.797 4.528 4.753
H -0.810 -5.042 1.061
H -0.346 -6.231 -0.989
H 0.328 -4.985 -3.031
H 0.479 -2.507 -2.948
N -1.589 2.905 -1.720
C -0.263 2.842 -1.776
N 0.355 3.681 -2.593
C 1.684 3.649 -2.589
N 2.344 4.457 -3.405
N 2.431 2.842 -1.785
C 1.749 2.034 -1.035
N 0.394 1.931 -0.983
C 2.502 1.137 -0.127
C 3.880 1.160 -0.049
C 4.507 0.312 0.852
C 3.736 -0.523 1.644
C 2.361 -0.491 1.508
N 1.755 0.321 0.635
H -2.038 3.615 -2.274
H -2.115 2.359 -1.053
H 1.837 5.082 -4.009
H 3.349 4.460 -3.403
H 4.430 1.838 -0.684
H 5.585 0.308 0.937
H 4.185 -1.192 2.364
H 1.717 -1.117 2.110
N -2.437 -0.601 -2.594
C -3.265 -0.040 -1.734
S -2.851 0.342 -0.096
N -4.510 0.258 -2.105
C -5.156 -0.141 -3.323
C -5.099 -1.459 -3.756
C -5.760 -1.816 -4.923
C -6.485 -0.871 -5.634
C -6.555 0.438 -5.178
C -5.887 0.809 -4.022
H -1.488 -0.801 -2.321
H -2.728 -0.773 -3.546
H -5.061 0.766 -1.430
H -4.579 -2.211 -3.175
H -5.724 -2.842 -5.264
H -7.007 -1.157 -6.537
H -7.129 1.175 -5.723
H -5.931 1.831 -3.665
```

The multiplicity is 2. As for the expectation value of S²: 0.974. The total charge is +2. Its HOMO-LUMO gap (alpha / beta) is 5.99 / 6.39 eV.

=====

The calculation returns the following energy above the lowest of the compared OMol25 structures with the same formula, charge and spin values, one per record and in order: 124.3; 16.9; 2.2; 15.2 kcal per mole.
The calculation returns the following calculated total energy values, one per record and in order: -357.85180; -5233.81540; -2873.21741; -3094.64344 a.u..